The following is a DFT calculation (ωB97M-V with the def2-TZVPD basis set) of a molecular structure, C35H51N2O4Pd.

XYZ file:
```
93
Properties=species:S:1:pos:R:3:lowdin_spin:R:1
Pd 0.2893 1.3782 -1.9939 0.021
C 2.9330 -1.3181 3.8970 0.011
C 3.5792 0.0280 3.5296 0.020
C 5.0873 -0.0758 3.7693 0.001
C 3.0154 1.1358 4.4388 0.012
C 3.2385 0.3753 2.0872 0.179
C 1.8945 0.4835 1.7294 0.008
C 1.5444 0.8487 0.4486 0.122
N 0.2882 1.0267 -0.0786 0.169
C -0.9625 1.0113 0.4766 0.125
C -1.3131 0.9408 1.8122 0.002
C -2.6517 0.9151 2.1853 0.166
C -3.6602 0.9237 1.1850 0.062
C -3.3977 1.0216 -0.1547 0.072
C -2.0173 1.1256 -0.5273 0.172
O -1.6737 1.3222 -1.7563 0.228
C -4.5000 1.0220 -1.2151 0.004
C -5.8839 0.8477 -0.5874 -0.001
C -4.4955 2.3558 -1.9827 0.003
C -4.2757 -0.1516 -2.1874 0.004
C -2.9942 0.8790 3.6686 0.018
C -2.4755 2.1740 4.3202 0.011
C -4.5005 0.7807 3.9211 0.001
C -2.3082 -0.3340 4.3180 0.009
C 2.5955 1.0593 -0.5434 0.170
O 2.2479 1.3710 -1.7457 0.239
C 3.9788 0.9108 -0.1921 0.086
C 4.2446 0.5928 1.1130 0.052
C 5.0785 1.0747 -1.2402 0.006
C 5.0309 2.4868 -1.8506 0.004
C 4.8891 0.0127 -2.3395 0.005
C 6.4687 0.8773 -0.6327 -0.001
H 3.1707 -1.5627 4.9341 0.002
H 3.3147 -2.1198 3.2608 0.000
H 1.8459 -1.2962 3.8001 0.000
H 5.2642 -0.3138 4.8189 0.000
H 5.5997 0.8650 3.5544 0.000
H 5.5390 -0.8695 3.1694 0.000
H 3.2975 0.9385 5.4750 0.002
H 1.9253 1.1850 4.3903 0.000
H 3.4139 2.1130 4.1567 0.000
H 1.1406 0.2566 2.4617 -0.003
H -0.5570 0.9342 2.5762 -0.003
H -4.6884 0.8573 1.5001 0.001
H -6.1378 1.6775 0.0770 0.000
H -5.9654 -0.0896 -0.0310 0.000
H -6.6295 0.8256 -1.3833 0.000
H -4.6489 3.1933 -1.2981 0.000
H -5.3123 2.3585 -2.7075 0.000
H -3.5614 2.5125 -2.5186 0.000
H -4.2901 -1.1037 -1.6503 0.000
H -3.3260 -0.0636 -2.7135 0.000
H -5.0781 -0.1692 -2.9287 0.000
H -2.9466 3.0508 3.8700 0.000
H -1.3938 2.2772 4.2148 0.000
H -2.7122 2.1684 5.3864 0.002
H -5.0386 1.6390 3.5131 0.000
H -4.6796 0.7627 4.9966 0.000
H -4.9231 -0.1344 3.4998 0.000
H -1.2191 -0.2594 4.2816 0.000
H -2.6042 -1.2625 3.8246 0.000
H -2.6015 -0.3975 5.3677 0.001
H 5.2730 0.4780 1.4110 0.000
H 4.1058 2.6660 -2.3954 0.000
H 5.8654 2.6050 -2.5443 0.000
H 5.1296 3.2465 -1.0714 0.000
H 3.9285 0.1155 -2.8402 0.000
H 4.9543 -0.9924 -1.9160 0.000
H 5.6792 0.1185 -3.0862 0.000
H 6.6805 1.6145 0.1457 0.000
H 7.2140 1.0053 -1.4180 0.000
H 6.5973 -0.1250 -0.2168 0.000
O 0.2970 2.4603 -4.8116 0.004
C 0.2950 2.0125 -3.7856 0.005
O 0.3797 -1.2856 -2.1454 0.007
C 0.0377 -2.0901 -3.0100 0.000
C 0.2485 -3.5780 -2.8308 0.000
C -1.0612 -4.4166 -2.7688 0.000
C -2.3458 -3.6502 -3.0980 0.000
C -2.4628 -3.2492 -4.5696 0.000
C -1.1639 -2.6421 -5.1076 0.000
N -0.5506 -1.7082 -4.1681 0.000
H 0.8203 -3.6920 -1.9149 0.000
H 0.8830 -3.9226 -3.6511 0.000
H -1.1575 -4.8239 -1.7628 0.000
H -0.9749 -5.2732 -3.4413 0.000
H -2.4028 -2.7564 -2.4686 0.000
H -3.2067 -4.2641 -2.8290 0.000
H -3.2806 -2.5333 -4.6845 0.000
H -2.7117 -4.1223 -5.1781 0.000
H -1.3424 -2.1107 -6.0400 0.000
H -0.4437 -3.4290 -5.3302 0.000
H -0.7761 -0.7317 -4.2429 0.000
```

Summary:
HOMO-LUMO gap (spin up / spin down) = 7.44 / 5.70 eV
net charge = +1
multiplicity = 3
ΔE to the lowest compared entry with this formula, charge and spin = 0.0 kcal per mole
HOMO level (spin up / spin down) = -10.2 / -11.1 eV